Density functional theory data (wB97M-V/def2-TZVPD) for a structure of composition C14H19F4N3O2Re at a distorted geometry.

```
43
Properties=species:S:1:pos:R:3:nbo_charge:R:1
Re -0.631 -0.175 -0.309 1.720
F 3.443 -0.458 2.180 -0.278
F 3.586 -1.933 4.378 -0.252
F -0.815 -3.444 3.731 -0.261
F -0.966 -1.982 1.425 -0.312
O -4.249 -1.514 -1.143 -0.441
O -2.293 -0.418 -1.151 -0.712
N 1.067 -0.522 0.513 -0.558
N -2.514 0.381 1.282 -0.759
N 0.695 0.969 -1.686 -0.421
C 1.243 -1.216 1.707 0.043
C 2.405 -1.222 2.503 0.324
C -3.467 -0.735 -0.713 0.770
C 1.404 -2.747 4.106 -0.274
C 1.939 0.152 -1.649 -0.257
C 0.259 1.100 -3.110 -0.238
C -0.305 3.061 -0.726 -0.622
C 0.237 -2.748 3.348 0.375
C 0.173 -1.995 2.190 0.272
C 2.296 -0.225 -0.213 -0.270
C -3.767 0.131 0.578 -0.365
C 0.967 2.330 -1.139 -0.234
C -0.710 0.023 -3.569 -0.646
C 2.475 -1.977 3.678 0.387
H -4.215 1.063 0.223 0.256
H -0.789 0.052 -4.653 0.277
H -2.428 -0.226 2.096 0.425
H 2.841 0.587 0.282 0.256
H -4.494 -0.443 1.155 0.268
H -0.210 2.074 -3.249 0.235
H -1.711 0.203 -3.176 0.235
H 2.766 0.695 -2.114 0.262
H 1.470 -3.316 5.021 0.291
H 1.612 2.233 -0.261 0.217
H 2.967 -1.093 -0.210 0.259
H 1.763 -0.762 -2.222 0.237
H -0.927 3.343 -1.571 0.235
H -0.382 -0.979 -3.288 0.209
H 1.502 2.917 -1.891 0.241
H 1.156 1.070 -3.736 0.234
H -0.895 2.438 -0.038 0.174
H -0.033 3.967 -0.194 0.268
H -2.465 1.342 1.613 0.428
```

Net charge: +2
Orbital gap (alpha / beta) (eV): 5.91 / 6.46
E (Ha): -1336.64963
Largest force on an atom (eV/Å): 4.5
Multiplicity: 2
E_HOMO (alpha / beta) (eV): -15.89 / -15.92
Lowest unoccupied orbital energy (alpha / beta) (eV): -9.98 / -9.46



Density functional theory data (wB97M-V/def2-TZVPD) for an isolated molecule of C5H10O at a distorted geometry.

```
16
Properties=species:S:1:pos:R:3:nbo_charge:R:1
O 0.551 0.077 -0.600 -0.519
C -0.663 -0.286 -0.137 0.114
C -2.986 0.204 0.385 -0.643
C 2.864 0.221 -0.310 -0.621
C -1.771 0.338 -0.483 -0.265
C 1.600 -0.416 0.206 -0.060
H 2.945 0.032 -1.384 0.216
H -1.820 0.983 -1.363 0.208
H -0.697 -1.104 0.586 0.161
H 3.737 -0.193 0.199 0.211
H -3.302 1.218 0.683 0.220
H 1.433 -0.173 1.270 0.167
H -3.537 -0.372 -0.349 0.223
H 1.618 -1.509 0.113 0.165
H 2.835 1.304 -0.153 0.214
H -2.807 -0.325 1.337 0.208
```

Relative energy (zero: lowest compared OMol25 entry of this formula, charge and spin) (kcal per mole): 40.6
Orbital gap (eV): 9.34
E (Ha): -271.68793
Largest force on an atom (eV/Å): 2.1
Multiplicity: 1
E_HOMO (eV): -8.19
Lowest unoccupied orbital energy (eV): 1.16
SMILES string: C/C=C/OCC



Density functional theory data (wB97M-V/def2-TZVPD) for the ion C5H6N3O with charge +1 at a distorted geometry.

```
15
Properties=species:S:1:pos:R:3:nbo_charge:R:1
O 1.380 -1.412 0.207 -0.280
N 0.131 -1.015 -0.499 -0.007
N -2.115 -0.886 0.169 -0.411
N 0.235 0.406 -0.624 -0.232
C -1.967 0.496 0.274 0.025
C 1.513 0.825 -0.031 -0.208
C 2.111 -0.283 0.362 0.170
C -0.826 1.159 0.034 -0.131
C -1.071 -1.565 -0.075 0.267
H -1.176 -2.697 -0.037 0.259
H -2.906 0.835 0.719 0.262
H 3.115 -0.550 0.864 0.290
H 1.961 1.758 0.079 0.283
H 0.413 0.775 -1.673 0.457
H -0.798 2.154 0.230 0.254
```

Relative energy (zero: lowest compared OMol25 entry of this formula, charge and spin) (kcal per mole): 114.9
Net charge: +1
Orbital gap (eV): 9.61
E (Ha): -433.15993
Largest force on an atom (eV/Å): 4.5
Multiplicity: 1
E_HOMO (eV): -14.22
Lowest unoccupied orbital energy (eV): -4.61
SMILES string: C1=C[N@H+]2C=CON2C=N1



Density functional theory data (wB97M-V/def2-TZVPD) for a cluster of 4 separate species, C3H14O5 in total at a distorted geometry.

```
22
Properties=species:S:1:pos:R:3:nbo_charge:R:1
O -2.040 -0.195 1.814 -0.962
O 0.655 1.062 0.731 -0.783
O -1.574 2.580 -0.013 -0.970
O -2.087 -0.052 -0.955 -0.990
O 1.045 -2.156 -2.149 -0.714
C 1.447 -1.018 -1.409 -0.057
C 1.626 -0.004 0.884 -0.055
C 1.252 -1.238 0.075 -0.465
H -1.215 0.090 1.401 0.486
H 0.937 -0.097 -1.736 0.149
H 2.044 -1.910 0.422 0.216
H -2.754 -0.043 -0.285 0.502
H 0.104 -2.184 -2.187 0.471
H 1.710 -0.044 1.966 0.192
H 2.516 -0.961 -1.650 0.182
H -2.175 3.275 0.321 0.480
H 2.555 0.418 0.455 0.165
H -1.784 -0.325 2.731 0.468
H -0.887 2.553 0.683 0.490
H 0.173 1.039 -0.105 0.479
H -1.788 0.781 -1.309 0.491
H 0.240 -1.571 0.316 0.225
```

Relative energy (zero: lowest compared OMol25 entry of this formula, charge and spin) (kcal per mole): 24.2
Orbital gap (eV): 10.95
E (Ha): -498.87008
Largest force on an atom (eV/Å): 2.5
Multiplicity: 1
E_HOMO (eV): -10.42
Lowest unoccupied orbital energy (eV): 0.52
SMILES string: OCCCO.O.O.O



Density functional theory data (wB97M-V/def2-TZVPD) for the ion C2H8N3 with charge +1 at a distorted geometry.

```
13
Properties=species:S:1:pos:R:3:nbo_charge:R:1
N -1.781 -0.481 0.885 -0.557
N -0.434 -0.068 1.064 -0.439
N 0.215 -0.265 -1.431 -0.741
C 0.459 0.045 -0.180 0.532
C 1.739 0.746 0.187 -0.657
H 1.875 1.612 -0.634 0.244
H -1.963 -1.540 0.923 0.421
H -2.367 -0.074 0.091 0.408
H 1.622 1.224 1.101 0.268
H -0.435 -1.007 -1.608 0.407
H 0.931 -0.168 -2.094 0.425
H 2.465 0.051 0.052 0.245
H -2.326 -0.075 1.645 0.442
```

Relative energy (zero: lowest compared OMol25 entry of this formula, charge and spin) (kcal per mole): 82.8
Net charge: +1
Orbital gap (eV): 10.28
E (Ha): -244.93571
Largest force on an atom (eV/Å): 6.6
Multiplicity: 1
E_HOMO (eV): -14.01
Lowest unoccupied orbital energy (eV): -3.72
SMILES string: C/C(N)=N/[NH3+]



Density functional theory data (wB97M-V/def2-TZVPD) for a structure of composition C11H13F5HgN3S.

```
34
Properties=species:S:1:pos:R:3:nbo_charge:R:1
Hg 0.315 -0.354 1.356 0.454
S -1.587 1.153 -0.011 -0.172
F -4.395 2.089 0.159 -0.292
F -6.638 0.613 0.218 -0.294
F -6.498 -2.087 0.047 -0.284
F -4.090 -3.301 -0.262 -0.288
F -1.844 -1.854 -0.299 -0.302
N 1.768 1.571 -0.068 -0.845
N 3.640 0.677 -1.100 -0.458
N 3.737 2.863 -0.298 -0.448
C 3.273 3.895 0.604 -0.412
C -5.450 0.018 0.098 0.302
C -5.385 -1.360 0.003 0.264
C 2.986 1.721 -0.451 0.619
C -3.027 0.175 -0.033 -0.312
C -3.007 -1.212 -0.167 0.322
C -4.159 -1.975 -0.140 0.267
C -4.290 0.763 0.076 0.314
C 2.788 -0.374 -1.637 -0.403
C 4.850 0.170 -0.465 -0.406
C 4.768 3.247 -1.247 -0.410
H 2.842 3.442 1.496 0.214
H 5.763 3.247 -0.792 0.190
H 2.525 4.553 0.145 0.189
H 4.767 2.556 -2.085 0.231
H 4.606 -0.542 0.335 0.183
H 1.334 2.427 0.258 0.354
H 5.424 0.987 -0.033 0.211
H 4.123 4.504 0.911 0.209
H 3.370 -0.955 -2.352 0.198
H 2.406 -1.043 -0.858 0.176
H 4.567 4.253 -1.623 0.198
H 1.937 0.074 -2.143 0.229
H 5.469 -0.339 -1.205 0.202
```

Orbital gap (alpha / beta) (eV): 8.36 / 5.82
E (Ha): -1642.09575
Largest force on an atom (eV/Å): 0.8
Multiplicity: 2
E_HOMO (alpha / beta) (eV): -7.88 / -8.06
Lowest unoccupied orbital energy (alpha / beta) (eV): 0.48 / -2.23



Density functional theory data (wB97M-V/def2-TZVPD) for a structure of composition C33H37GeN2O10PS3Ta.

```
88
Properties=species:S:1:pos:R:3:lowdin_charge:R:1
Ta 0.599 0.537 1.254 1.404
Ge 1.727 2.161 -1.851 1.256
S -1.839 2.347 -0.356 0.729
S -0.685 -0.996 2.637 0.478
S 2.206 0.417 3.170 0.464
P 0.766 -0.685 4.048 0.007
O 1.847 -1.073 0.625 -0.200
O -1.378 1.206 0.461 -0.455
O 0.879 2.641 1.055 -0.222
O 1.286 -2.042 4.620 -0.282
O -0.318 2.017 2.729 -0.109
O 0.212 0.069 5.288 -0.296
O -0.868 2.782 -1.328 -0.332
O 2.694 -7.104 -2.632 0.110
O -0.008 -0.772 -0.412 -0.118
O 0.826 -6.806 -3.669 0.107
N 1.720 -6.453 -2.934 -0.343
N -2.217 3.635 0.546 -0.102
C 1.526 -5.165 -2.214 -0.105
C 1.264 -4.051 3.216 -0.067
C 0.038 0.207 -5.723 -0.036
C -0.439 4.349 2.170 -0.040
C -4.076 2.806 -1.767 -0.037
C 2.510 -4.749 -1.336 0.035
C 4.987 -0.048 -0.514 -0.043
C 2.330 -3.547 -0.675 0.021
C 1.235 -0.058 -3.660 -0.095
C 3.665 2.287 0.236 -0.125
C 0.090 2.962 2.040 -0.618
C 0.743 -0.597 -4.835 -0.050
C 5.488 0.752 0.509 -0.023
C -3.360 1.868 -1.023 -0.298
C 0.992 -1.523 -0.223 -0.586
C -0.742 -0.542 6.226 -0.229
C 0.296 2.093 -4.263 -0.106
C -0.185 1.547 -5.441 -0.048
C -5.752 1.114 -2.189 -0.234
C 0.371 -4.444 -2.462 0.034
C 3.131 1.475 -0.777 -0.372
C 2.112 -2.997 3.883 -0.233
C -1.238 0.544 7.140 -0.057
C 4.835 1.918 0.881 -0.053
C 3.815 0.302 -1.151 -0.102
C -5.008 0.200 -1.447 -0.007
C 0.197 -3.243 -1.799 0.021
C -1.234 4.665 0.891 -0.160
C 1.017 1.295 -3.366 -0.340
C -7.066 0.722 -2.795 -0.025
C -5.267 2.416 -2.343 -0.008
C 1.176 -2.801 -0.911 -0.139
C -3.808 0.562 -0.858 -0.025
H -7.886 1.050 -2.152 0.101
H 0.617 -4.541 3.942 0.092
H 5.520 -0.939 -0.817 0.121
H -2.971 3.462 1.202 0.152
H 1.529 3.654 -1.725 0.023
H 3.170 3.209 0.513 0.101
H 3.073 -3.183 0.021 0.127
H -0.689 -2.644 -1.962 0.130
H 5.242 2.545 1.662 0.123
H -0.560 4.762 0.043 0.118
H 0.391 5.054 2.251 0.145
H -0.412 0.989 7.693 0.089
H 1.777 -0.697 -2.981 0.077
H 6.406 0.471 1.008 0.125
H 0.109 3.136 -4.039 0.104
H -7.146 -0.356 -2.912 0.086
H -0.359 -4.831 -3.157 0.130
H -1.940 0.117 7.856 0.092
H -0.212 -1.326 6.764 0.123
H -1.768 5.606 1.000 0.137
H -7.208 1.193 -3.767 0.091
H 3.445 -0.326 -1.949 0.093
H 0.914 -1.640 -5.065 0.116
H -5.375 -0.811 -1.325 0.126
H -3.232 -0.148 -0.282 0.117
H -1.749 1.323 6.576 0.084
H -5.836 3.131 -2.923 0.130
H -0.732 2.165 -6.140 0.119
H -1.052 4.419 3.066 0.139
H 1.918 -4.808 2.782 0.089
H -0.337 -0.216 -6.645 0.121
H 0.649 -3.630 2.422 0.044
H -1.548 -0.983 5.639 0.112
H 2.762 -3.424 4.641 0.130
H 3.386 -5.362 -1.188 0.131
H -3.706 3.815 -1.888 0.124
H 2.722 -2.439 3.169 0.089
```

Net charge: +2
Orbital gap (alpha / beta) (eV): 6.34 / 7.68
E (Ha): -5811.09914
Largest force on an atom (eV/Å): 1.0
Multiplicity: 2
E_HOMO (alpha / beta) (eV): -13.01 / -14.46
Lowest unoccupied orbital energy (alpha / beta) (eV): -6.67 / -6.79